Record 1
{"formula": "C20H24N3O3PdS2SeSi", "method": "wB97M-V/def2-TZVPD", "species": ["Pd", "O", "N", "C", "C", "C", "C", "C", "S", "H", "H", "H", "H", "C", "C", "C", "C", "C", "C", "C", "S", "O", "O", "N", "C", "C", "C", "C", "C", "N", "H", "H", "H", "H", "H", "H", "H", "H", "H", "H", "H", "C", "Si", "C", "C", "Se", "H", "H", "H", "H", "H", "H", "H", "H", "H"], "coordinates": [[1.124, 0.174, 0.259], [3.334, 0.371, 0.689], [3.837, -0.098, 1.789], [5.071, -0.663, 1.751], [5.669, -1.181, 2.876], [4.981, -1.156, 4.082], [3.716, -0.582, 4.116], [3.125, -0.047, 2.967], [1.585, 0.670, 2.964], [5.548, -0.640, 0.784], [6.655, -1.617, 2.802], [5.424, -1.582, 4.970], [3.138, -0.557, 5.028], [-4.358, 0.391, -5.053], [-3.882, 0.398, -3.625], [-2.714, -0.264, -3.252], [-2.287, -0.251, -1.938], [-3.038, 0.413, -0.981], [-4.203, 1.074, -1.328], [-4.619, 1.067, -2.645], [-2.450, 0.472, 0.708], [-2.438, -0.882, 1.208], [-3.323, 1.373, 1.448], [-0.938, 0.987, 0.586], [-0.647, 2.263, 0.297], [-1.596, 3.296, 0.132], [-1.154, 4.572, -0.114], [0.211, 4.816, -0.255], [1.076, 3.747, -0.111], [0.675, 2.523, 0.174], [-3.579, 0.013, -5.711], [-4.628, 1.396, -5.380], [-5.243, -0.241, -5.165], [-2.127, -0.788, -3.992], [-1.369, -0.735, -1.643], [-4.753, 1.582, -0.549], [-5.529, 1.584, -2.924], [-2.641, 3.060, 0.238], [-1.864, 5.391, -0.195], [0.575, 5.807, -0.489], [2.149, 3.872, -0.221], [0.627, -2.771, 2.363], [0.864, -2.202, 0.509], [-0.641, -3.076, -0.380], [2.371, -3.274, -0.164], [1.389, 0.113, -2.231], [0.470, -3.846, 2.425], [-0.250, -2.273, 2.765], [1.480, -2.513, 2.986], [-0.655, -4.143, -0.166], [-0.593, -2.954, -1.458], [-1.568, -2.647, -0.013], [2.281, -4.321, 0.124], [3.328, -2.903, 0.191], [2.387, -3.219, -1.249]], "homo_ev": [-0.3, -0.2], "gap_ev": [4.82, 4.76], "spin_multiplicity": 2, "e_lumo_ha": [0.1675, 0.1675], "molar_mass_g_mol": 632.03, "e_above_lowest_ev": 0.076, "total_charge": -2, "energy_ha": -4781.6971, "fmax_ev_per_a": 1.6}



Record 2
{"formula": "C20H24N4O2", "method": "wB97M-V/def2-TZVPD", "species": ["C", "C", "C", "C", "C", "C", "N", "C", "O", "C", "C", "C", "N", "N", "C", "C", "C", "C", "N", "C", "C", "C", "C", "C", "C", "O", "H", "H", "H", "H", "H", "H", "H", "H", "H", "H", "H", "H", "H", "H", "H", "H", "H", "H", "H", "H", "H", "H", "H", "H"], "coordinates": [[1.108, 0.993, -1.757], [1.843, 1.760, -0.652], [1.320, 3.194, -0.525], [-0.155, 3.244, -0.116], [-0.480, 2.124, 0.880], [0.776, 1.649, 1.591], [1.742, 1.104, 0.646], [2.517, 0.093, 1.091], [2.392, -0.355, 2.219], [3.575, -0.501, 0.163], [3.468, -2.032, 0.228], [2.161, -2.439, -0.341], [1.775, -2.318, -1.569], [0.490, -2.736, -1.624], [0.156, -3.088, -0.427], [-1.173, -3.556, 0.038], [-1.942, -2.396, 0.596], [-2.358, -2.222, 1.883], [-3.048, -1.046, 1.998], [-3.085, -0.431, 0.780], [-3.667, 0.769, 0.388], [-3.524, 1.145, -0.930], [-2.818, 0.352, -1.841], [-2.249, -0.844, -1.465], [-2.384, -1.251, -0.137], [1.178, -2.929, 0.442], [0.048, 0.905, -1.541], [1.226, 1.522, -2.700], [1.507, -0.011, -1.879], [2.905, 1.826, -0.920], [1.462, 3.705, -1.477], [1.925, 3.715, 0.219], [-0.792, 3.145, -0.995], [-0.361, 4.218, 0.329], [-0.927, 1.275, 0.365], [-1.199, 2.470, 1.622], [1.233, 2.474, 2.152], [0.542, 0.854, 2.302], [3.475, -0.182, -0.869], [4.552, -0.197, 0.545], [3.513, -2.356, 1.268], [4.275, -2.488, -0.345], [-1.700, -3.980, -0.819], [-1.040, -4.316, 0.808], [-2.215, -2.861, 2.734], [-3.459, -0.694, 2.845], [-4.206, 1.384, 1.093], [-3.961, 2.073, -1.268], [-2.724, 0.689, -2.863], [-1.696, -1.451, -2.165]], "homo_ev": -8.1, "gap_ev": 8.84, "e_lumo_ha": 0.0273, "molar_mass_g_mol": 352.44, "e_above_lowest_ev": 1.393, "energy_ha": -1146.0590, "smiles": "C[C@H]1CCCCN1C(=O)CCc1nnc(Cc2c[nH]c3ccccc23)o1", "fmax_ev_per_a": 1.4}



Record 3
{"formula": "C20H24N4O6S", "method": "wB97M-V/def2-TZVPD", "species": ["C", "O", "C", "C", "N", "C", "O", "C", "N", "C", "C", "C", "C", "C", "C", "C", "O", "C", "O", "C", "O", "C", "C", "C", "O", "N", "C", "N", "C", "C", "S", "H", "H", "H", "H", "H", "H", "H", "H", "H", "H", "H", "H", "H", "H", "H", "H", "H", "H", "H", "H", "H", "H", "H", "H"], "coordinates": [[-2.838, 2.577, 1.219], [-2.347, 3.022, -0.026], [-1.594, 4.207, 0.026], [-0.260, 4.085, 0.781], [0.603, 3.083, 0.200], [1.470, 3.391, -0.774], [1.634, 4.515, -1.207], [2.343, 2.232, -1.287], [1.772, 0.909, -1.198], [0.984, 0.474, -2.352], [-0.168, -0.417, -1.960], [-1.169, 0.071, -1.134], [-2.238, -0.726, -0.729], [-2.278, -2.013, -1.203], [-1.286, -2.503, -2.054], [-0.222, -1.729, -2.441], [-1.575, -3.801, -2.387], [-2.789, -4.106, -1.738], [-3.207, -2.996, -0.972], [2.125, -0.017, -0.276], [1.868, -1.199, -0.422], [2.761, 0.487, 1.018], [2.123, -0.312, 2.168], [0.634, -0.294, 1.933], [-0.001, 0.740, 1.818], [-0.025, -1.482, 1.785], [0.471, -2.757, 1.733], [1.566, -3.186, 2.252], [1.748, -4.508, 2.020], [0.761, -5.123, 1.325], [-0.472, -3.993, 0.912], [-3.254, 3.409, 1.799], [-3.633, 1.868, 0.997], [-2.060, 2.076, 1.804], [-1.391, 4.464, -1.016], [-2.182, 5.015, 0.488], [-0.432, 3.821, 1.826], [0.252, 5.048, 0.721], [0.447, 2.128, 0.501], [2.575, 2.454, -2.333], [3.291, 2.276, -0.743], [1.631, -0.056, -3.061], [0.595, 1.377, -2.829], [-1.143, 1.096, -0.799], [-3.011, -0.339, -0.087], [0.549, -2.127, -3.078], [-3.560, -4.345, -2.490], [-2.647, -4.975, -1.076], [2.577, 1.549, 1.166], [3.836, 0.304, 0.996], [2.345, 0.164, 3.123], [2.485, -1.337, 2.176], [-0.981, -1.374, 1.455], [2.638, -4.977, 2.399], [0.682, -6.149, 1.032]], "homo_ev": -8.1, "gap_ev": 8.65, "e_lumo_ha": 0.0217, "molar_mass_g_mol": 448.50, "e_above_lowest_ev": 0.831, "energy_ha": -1845.2083, "smiles": "COCCNC(=O)CN(Cc1ccc2c(c1)OCO2)C(=O)CCC(=O)Nc1nccs1", "fmax_ev_per_a": 1.2}



Record 4
{"formula": "C20H24N4O6S", "method": "wB97M-V/def2-TZVPD", "species": ["C", "C", "C", "C", "C", "S", "O", "O", "N", "C", "C", "N", "C", "O", "C", "O", "C", "C", "C", "C", "C", "N", "C", "N", "O", "O", "C", "C", "C", "C", "C", "H", "H", "H", "H", "H", "H", "H", "H", "H", "H", "H", "H", "H", "H", "H", "H", "H", "H", "H", "H", "H", "H", "H", "H"], "coordinates": [[-5.246, -4.478, 0.554], [-4.763, -3.062, 0.492], [-4.444, -2.364, 1.651], [-3.985, -1.062, 1.570], [-3.840, -0.455, 0.338], [-3.249, 1.231, 0.308], [-2.949, 1.631, 1.660], [-4.140, 2.074, -0.438], [-1.842, 1.064, -0.608], [-1.427, 2.248, -1.327], [-0.713, 3.232, -0.397], [0.405, 2.560, 0.239], [1.654, 2.957, -0.044], [1.909, 3.924, -0.737], [2.808, 2.170, 0.600], [2.782, 0.831, 0.134], [3.862, 0.060, 0.302], [4.989, 0.405, 1.066], [6.054, -0.464, 1.155], [6.012, -1.688, 0.475], [7.138, -2.665, 0.527], [4.954, -2.016, -0.236], [3.923, -1.199, -0.324], [2.846, -1.706, -1.145], [3.097, -2.629, -1.881], [1.755, -1.179, -1.046], [-0.006, 1.411, 1.012], [-0.761, 0.425, 0.106], [-4.149, -1.123, -0.842], [-3.982, -0.465, -2.170], [-4.611, -2.429, -0.736], [-4.432, -5.158, 0.304], [-6.049, -4.643, -0.161], [-5.603, -4.725, 1.550], [-4.559, -2.836, 2.615], [-3.737, -0.493, 2.453], [-2.325, 2.703, -1.744], [-0.756, 1.940, -2.135], [-0.327, 4.089, -0.950], [-1.413, 3.566, 0.376], [2.729, 2.207, 1.695], [3.730, 2.672, 0.284], [5.021, 1.347, 1.591], [6.918, -0.203, 1.746], [8.052, -2.208, 0.152], [7.316, -2.984, 1.552], [6.890, -3.529, -0.082], [0.847, 0.904, 1.454], [-0.687, 1.752, 1.800], [-1.193, -0.374, 0.712], [-0.069, -0.012, -0.618], [-4.358, 0.554, -2.129], [-4.507, -1.020, -2.944], [-2.925, -0.416, -2.426], [-4.860, -2.969, -1.639]], "homo_ev": -8.9, "gap_ev": 8.28, "e_lumo_ha": -0.0232, "molar_mass_g_mol": 448.50, "e_above_lowest_ev": 4.386, "energy_ha": -1845.0777, "smiles": "Cc1ccc(S(=O)(=O)N2CCN(C(=O)COc3ccc(C)nc3[N+](=O)[O-])CC2)c(C)c1", "fmax_ev_per_a": 1.5}



Record 5
{"formula": "C20H24N4RuS2", "method": "wB97M-V/def2-TZVPD", "species": ["Ru", "C", "N", "C", "C", "N", "C", "C", "C", "C", "C", "C", "C", "S", "C", "C", "C", "C", "C", "C", "S", "H", "H", "H", "H", "H", "H", "H", "H", "H", "H", "H", "H", "H", "H", "H", "H", "H", "H", "C", "N", "C", "C", "N", "C", "H", "H", "H", "H", "H", "H"], "coordinates": [[-0.127, -0.253, -0.973], [0.565, 2.466, -2.016], [-0.301, 2.079, -0.869], [0.236, 2.422, 0.453], [-0.381, 1.489, 1.463], [0.073, 0.112, 1.200], [-0.862, -0.913, 1.733], [1.431, -0.097, 1.705], [1.651, -0.187, 3.076], [2.923, -0.416, 3.567], [3.985, -0.556, 2.680], [3.763, -0.450, 1.319], [2.478, -0.213, 0.823], [2.248, -0.068, -0.906], [-1.640, 2.625, -1.046], [-1.845, 4.001, -1.022], [-3.111, 4.524, -1.208], [-4.185, 3.667, -1.421], [-3.981, 2.300, -1.452], [-2.700, 1.777, -1.271], [-2.450, 0.055, -1.367], [0.390, 3.502, -2.310], [0.343, 1.826, -2.870], [1.609, 2.342, -1.752], [0.000, 3.451, 0.732], [1.320, 2.306, 0.437], [-1.470, 1.514, 1.382], [-0.098, 1.794, 2.472], [-1.036, -0.778, 2.803], [-0.434, -1.898, 1.567], [-1.813, -0.829, 1.213], [0.823, -0.082, 3.766], [3.081, -0.492, 4.634], [4.983, -0.748, 3.049], [4.577, -0.558, 0.614], [-1.007, 4.673, -0.874], [-3.256, 5.595, -1.195], [-5.179, 4.068, -1.571], [-4.803, 1.617, -1.621], [1.479, -5.540, -1.433], [0.556, -4.419, -1.308], [-0.758, -4.482, -0.904], [-1.221, -3.206, -0.895], [-0.204, -2.370, -1.298], [0.853, -3.132, -1.526], [0.953, -6.459, -1.192], [2.314, -5.418, -0.746], [1.860, -5.608, -2.450], [-1.242, -5.413, -0.669], [-2.204, -2.837, -0.660], [1.814, -2.783, -1.866]], "homo_ev": [-10.6, -10.4], "gap_ev": [6.70, 5.90], "spin_multiplicity": 2, "e_lumo_ha": [-0.1449, -0.1657], "molar_mass_g_mol": 485.64, "e_above_lowest_ev": 0.608, "total_charge": 1, "energy_ha": -1886.6228, "fmax_ev_per_a": 2.5}



Record 6
{"formula": "C20H24N5O6Re", "method": "wB97M-V/def2-TZVPD", "species": ["Re", "C", "C", "N", "C", "C", "N", "C", "O", "O", "C", "O", "O", "H", "H", "H", "H", "H", "C", "N", "C", "C", "O", "H", "H", "H", "H", "H", "H", "H", "C", "N", "N", "C", "O", "C", "C", "C", "C", "C", "C", "C", "C", "C", "H", "H", "H", "H", "H", "H", "H", "H", "H", "H", "H", "H"], "coordinates": [[1.548, -0.003, -0.738], [1.973, -2.006, 2.442], [1.686, -0.556, 2.372], [1.515, 0.186, 1.265], [1.285, 1.498, 1.662], [1.298, 1.551, 3.014], [1.546, 0.262, 3.420], [1.107, 2.602, 4.078], [0.892, 3.842, 3.688], [1.137, 2.230, 5.212], [1.164, 2.484, 0.595], [0.961, 3.647, 0.697], [1.341, 1.874, -0.655], [2.118, -2.412, 1.443], [1.155, -2.536, 2.931], [2.879, -2.183, 3.024], [1.618, 0.023, 4.408], [0.923, 3.974, 2.723], [4.978, -0.062, -4.067], [3.965, -0.097, -2.987], [2.628, 0.404, -3.303], [4.257, -0.509, -1.804], [3.413, -0.531, -0.802], [4.675, -0.758, -4.848], [5.944, -0.352, -3.665], [5.031, 0.950, -4.463], [2.492, 0.431, -4.383], [2.484, 1.416, -2.919], [1.855, -0.322, -2.962], [5.261, -0.865, -1.592], [-4.546, -1.367, 0.234], [-3.189, -1.775, -0.132], [-2.222, -0.852, -0.387], [-1.120, -1.528, -0.751], [-0.045, -0.821, -1.154], [-1.357, -2.881, -0.719], [-2.698, -3.005, -0.330], [-3.519, -4.233, -0.166], [-2.375, 0.567, -0.210], [-2.863, 1.333, -1.257], [-2.991, 2.703, -1.069], [-2.638, 3.277, 0.146], [-2.158, 2.491, 1.188], [-2.021, 1.122, 1.015], [-4.501, -0.610, 1.013], [-5.060, -2.245, 0.611], [-5.070, -0.982, -0.638], [-0.692, -3.682, -0.990], [-2.918, -5.110, -0.392], [-4.374, -4.220, -0.843], [-3.893, -4.327, 0.854], [-3.139, 0.872, -2.197], [-3.376, 3.321, -1.868], [-2.753, 4.343, 0.288], [-1.918, 2.945, 2.141], [-1.693, 0.482, 1.827]], "homo_ev": [-17.9, -17.9], "gap_ev": [7.16, 6.76], "spin_multiplicity": 2, "e_lumo_ha": [-0.3953, -0.4099], "molar_mass_g_mol": 616.65, "e_above_lowest_ev": 0.646, "total_charge": 3, "energy_ha": -1579.0777, "fmax_ev_per_a": 0.5}